{
  "formula": "C55H47CrN2O2P2Si2",
  "method": "wB97M-V/def2-TZVPD",
  "relative_energy_kj_mol": 68.6,
  "spin_multiplicity": 4,
  "gap_ev": [7.87, 7.49],
  "total_charge": 0,
  "energy_ha": -4690.17775,
  "symbols": ["Cr", "C", "Si", "C", "C", "C", "C", "C", "C", "P", "C", "C", "C", "C", "C", "C", "C", "C", "C", "C", "C", "C", "C", "C", "C", "C", "C", "C", "P", "C", "C", "C", "C", "C", "C", "C", "C", "C", "C", "C", "C", "H", "H", "H", "H", "H", "H", "H", "H", "H", "H", "H", "H", "H", "H", "H", "H", "H", "H", "H", "H", "H", "H", "H", "H", "H", "H", "H", "H", "H", "H", "H", "O", "N", "N", "O", "C", "C", "C", "C", "C", "C", "H", "H", "H", "H", "H", "C", "C", "C", "C", "C", "C", "Si", "C", "C", "C", "C", "C", "C", "H", "H", "H", "H", "H", "H", "H", "H", "H", "H", "H"],
  "coordinates": [[-0.32431, -0.19585, 0.07933], [-1.89843, -3.82156, -0.66885], [-0.44165, -2.64669, -0.74846], [1.06924, -3.65643, -0.12874], [1.18909, -5.04282, -0.27606], [2.41892, -5.67064, -0.17150], [3.57092, -4.92608, 0.07872], [3.47207, -3.56033, 0.28816], [2.22414, -2.94114, 0.19700], [1.85159, -1.28018, 0.84666], [3.32491, -0.25321, 0.53603], [3.73696, 0.76756, 1.38960], [4.77510, 1.61449, 1.02262], [5.40098, 1.46326, -0.20762], [4.98336, 0.46331, -1.07570], [3.94824, -0.38650, -0.70750], [1.89925, -1.79114, 2.61595], [3.06189, -1.73803, 3.38204], [3.09353, -2.30086, 4.65261], [1.97106, -2.94067, 5.16213], [0.81607, -3.01611, 4.39553], [0.77821, -2.44146, 3.13302], [0.25529, -2.67043, -2.55308], [0.58583, -3.82349, -3.26784], [1.29932, -3.75275, -4.45595], [1.71317, -2.52148, -4.95600], [1.36253, -1.35505, -4.29014], [0.62855, -1.44199, -3.10858], [-0.26692, -0.07553, -2.28658], [0.32436, 1.45216, -3.08037], [-0.51886, 2.37994, -3.68213], [-0.00375, 3.57379, -4.17550], [1.35178, 3.84759, -4.06988], [2.20043, 2.93241, -3.45688], [1.68518, 1.74780, -2.95378], [-1.90128, -0.44999, -3.07138], [-2.02056, -0.42097, -4.45846], [-3.20521, -0.80227, -5.07242], [-4.27968, -1.24076, -4.30710], [-4.16361, -1.29106, -2.92516], [-2.98124, -0.89167, -2.31573], [-1.66247, -4.75336, -1.19601], [-2.78419, -3.38674, -1.13931], [-2.15013, -4.06783, 0.36947], [0.31035, -5.64297, -0.49317], [2.48840, -6.74453, -0.29889], [4.53409, -5.41753, 0.14158], [4.35433, -2.98368, 0.54589], [3.23269, 0.92331, 2.33599], [5.08720, 2.40263, 1.69678], [6.20665, 2.12857, -0.49229], [5.46176, 0.34420, -2.04068], [3.62512, -1.16803, -1.38891], [3.95588, -1.26979, 2.98924], [4.00457, -2.25044, 5.23692], [1.99881, -3.38262, 6.15040], [-0.06282, -3.51812, 4.78203], [-0.12688, -2.50079, 2.54581], [0.30305, -4.80077, -2.88615], [1.54953, -4.66295, -4.98868], [2.28571, -2.47033, -5.87530], [1.63910, -0.39190, -4.70087], [-1.58194, 2.18160, -3.75183], [-0.67070, 4.29691, -4.62973], [1.74571, 4.78252, -4.44904], [3.25800, 3.14875, -3.35671], [2.34526, 1.04866, -2.45039], [-1.18079, -0.10823, -5.06934], [-3.28572, -0.76458, -6.15240], [-5.20191, -1.54579, -4.78782], [-4.99408, -1.63593, -2.31859], [-2.89742, -0.92239, -1.23505], [0.60343, 1.37038, 1.07717], [0.38228, 1.46455, 2.33840], [-0.42155, 0.59408, 2.76554], [-1.01443, -0.28835, 1.98662], [-0.80109, 0.60829, 4.16528], [0.15239, 0.36912, 5.13043], [-0.23599, 0.39112, 6.46347], [-1.55997, 0.63863, 6.80201], [-2.50473, 0.86661, 5.80724], [-2.12645, 0.85237, 4.47446], [1.17966, 0.17473, 4.84771], [0.49968, 0.20326, 7.23477], [-1.85763, 0.65503, 7.84429], [-3.53907, 1.05845, 6.06738], [-2.84247, 1.01485, 3.68105], [-0.39198, 6.12993, -1.15648], [0.55904, 5.13719, -0.96917], [0.16722, 3.82751, -0.69803], [-1.18383, 3.47933, -0.60310], [-2.12570, 4.50122, -0.79707], [-1.74226, 5.80707, -1.07000], [-1.89797, 1.72734, -0.39520], [-3.19647, 1.92389, 0.97149], [-3.06934, 2.89176, 1.97287], [-4.06185, 3.07818, 2.93145], [-5.20413, 2.28893, 2.91277], [-5.35061, 1.31616, 1.92888], [-4.35921, 1.14200, 0.97024], [-0.08745, 7.14699, -1.37197], [1.61404, 5.37694, -1.03481], [0.93319, 3.07675, -0.55583], [-3.18654, 4.26792, -0.73385], [-2.49633, 6.57282, -1.21747], [-2.75209, 1.67443, -1.61188], [-2.18636, 3.52454, 1.99643], [-3.94488, 3.84601, 3.68810], [-5.98050, 2.43479, 3.65491], [-6.24455, 0.70379, 1.90164], [-4.49918, 0.38835, 0.19931]]
}